# 1
{"formula": "C2H6SSi", "method": "ωB97M-V/def2-TZVPD", "total_energy_ha": -767.288475, "orbital_gap_ev": [7.274, 6.408], "spin_multiplicity": 1, "species": ["S", "Si", "H", "C", "H", "H", "H", "C", "H", "H"], "coordinates": [[0.0535, 1.2929, -0.0959], [-2.6746, 0.0703, -0.0891], [2.7821, -0.8233, -0.8677], [2.3120, -0.2813, 0.0490], [1.6559, -1.0301, 0.3511], [3.0366, -0.2484, 0.7531], [-2.2148, -0.8207, 1.0666], [1.6650, 1.0060, -0.1803], [-3.4439, 1.3301, 0.3436], [-3.1719, -0.4956, -1.3306]], "atomic_forces_ev_per_a": [[1.7, 0.6, -0.6], [1.1, 0.9, 1.4], [-0.5, 1.6, 1.1], [-0.1, -1.4, -3.9], [-1.7, -1.2, 0.8], [2.6, 0.5, 2.1], [-0.8, 0.3, -0.8], [-2.7, 0.1, 0.3], [0.5, -1.0, -0.2], [-0.2, -0.4, -0.2]]}

=====

# 2
{"formula": "CH7N4P2", "method": "ωB97M-V/def2-TZVPD", "s2": 2.0111, "total_energy_ha": -943.666526, "orbital_gap_ev": [6.831, 5.774], "total_charge": 1, "spin_multiplicity": 3, "species": ["H", "P", "P", "H", "H", "H", "H", "N", "N", "C", "H", "H", "N", "N"], "coordinates": [[0.0906, -3.3643, -1.2905], [0.6750, 0.9372, 0.0795], [1.3388, 2.9493, 2.0932], [-0.9564, -1.5464, -2.6995], [1.9414, 2.5648, 3.2922], [-0.9478, 0.0420, -1.7117], [0.8950, -2.8273, -0.0001], [0.8308, 1.3667, 1.6149], [-0.0753, -0.4348, 0.3398], [-0.1997, -1.3645, -0.7980], [2.5038, 2.8455, 1.2961], [0.1062, 0.8829, 2.2319], [0.1092, -2.6218, -0.5368], [-0.6973, -0.9365, -1.8722]], "atomic_forces_ev_per_a": [[-0.5, 1.5, 0.9], [1.6, 2.0, -6.3], [0.4, -1.3, -0.7], [0.4, 1.5, 1.4], [0.0, 0.1, 0.4], [-0.5, -0.3, -1.4], [1.2, 0.2, 1.8], [-1.7, 1.1, 6.2], [-1.3, -5.3, -1.8], [1.5, 0.9, 6.1], [0.0, 0.5, 0.0], [1.3, 0.7, -0.6], [-0.5, -2.3, -2.7], [-1.8, 0.8, -3.3]]}

=====

# 3
{"formula": "C19H41I2O4PdS3Si", "method": "ωB97M-V/def2-TZVPD", "total_energy_ha": -3257.096376, "orbital_gap_ev": 5.238, "total_charge": -1, "spin_multiplicity": 1, "species": ["H", "C", "H", "H", "S", "S", "H", "H", "C", "O", "C", "C", "H", "H", "C", "H", "O", "C", "C", "H", "H", "H", "H", "H", "I", "H", "H", "H", "H", "H", "H", "H", "H", "C", "H", "O", "C", "C", "H", "H", "H", "H", "H", "H", "C", "H", "H", "C", "C", "C", "I", "H", "H", "H", "C", "O", "C", "H", "H", "C", "H", "C", "Pd", "C", "H", "H", "H", "H", "S", "H", "Si"], "coordinates": [[3.4174, -3.3601, -2.3289], [1.0661, 2.7291, -2.2747], [4.7649, 0.6311, 1.7750], [3.8758, 2.9447, 1.9051], [-5.9791, -0.2636, 2.4381], [-3.5734, -1.8460, -0.2918], [1.2144, -0.3983, 2.3093], [3.0133, 0.8298, -4.3872], [-2.6700, 1.7781, -3.2219], [2.5143, 1.2408, 0.5302], [-3.5146, -0.0494, 3.7901], [2.6808, 1.1550, 1.9362], [0.1215, 2.2134, -2.4486], [-1.9934, -2.2584, 3.1029], [2.1944, 1.5052, -4.1382], [3.1634, 2.5921, 3.4913], [2.1633, 0.5899, -1.9741], [2.2398, 1.8338, -2.6509], [-3.2778, -2.5118, 1.3890], [-4.4950, 0.6263, 0.7572], [-5.9043, -1.9934, 0.2558], [1.0942, 3.6480, -2.8664], [1.9925, -4.5504, -0.5089], [-3.0247, -3.5702, 1.2809], [-1.7266, -0.0536, -3.5412], [1.5116, 0.6738, 3.6866], [2.7235, -3.5613, 0.7725], [-3.6824, 1.6931, -3.5939], [3.6298, 2.6354, -1.2090], [1.0948, 2.9962, -1.2192], [4.0110, 0.1244, 3.2995], [3.5072, -1.5869, -2.2962], [2.2874, 2.4078, -4.7469], [1.4116, 0.6343, 2.5978], [4.2211, -2.5311, -0.9816], [2.0769, -1.2570, -0.1100], [2.0668, -2.4157, -0.9277], [-5.2597, -1.1861, -0.1011], [-0.0391, -2.1738, -1.3785], [0.9716, -3.5498, 0.5395], [-3.7228, -1.0806, 4.0713], [-2.1151, 2.5244, -3.7767], [-1.2207, -1.8857, 1.5546], [-5.3821, 0.8650, 4.3998], [2.9874, 2.5694, 2.4138], [1.0385, -1.6189, -2.6580], [-5.5549, -0.9831, -1.1339], [-4.8274, 0.6647, 3.4798], [-5.4411, 0.0816, 0.7296], [-2.1521, -1.7967, 2.1249], [-2.8000, 2.4761, -1.2453], [2.1535, 3.2309, 2.1815], [0.5445, 1.2185, 2.2966], [3.6449, 3.4757, -2.7740], [0.8958, -2.3926, -1.9036], [0.0298, 0.5277, -0.2733], [3.3875, -2.4784, -1.6835], [0.8084, -3.3581, -2.4089], [-6.1955, 0.7183, 0.2654], [3.5608, 2.5010, -2.2869], [4.3949, 1.8768, -2.6104], [3.8558, 0.2286, 2.2229], [-1.9180, -0.2887, -0.5820], [1.9308, -3.5991, 0.0244], [-4.2110, -2.4418, 1.9519], [1.2533, 1.0130, -4.3829], [-3.0319, 0.4352, 4.6418], [-4.6352, 1.6337, 3.0140], [-2.3994, -0.0174, 2.3403], [3.6672, -0.7542, 1.7950], [1.5648, 0.2896, -0.4485]], "atomic_forces_ev_per_a": [[0.0, 0.0, 0.0], [0.0, 0.2, -0.1], [0.1, 0.0, 0.0], [0.0, 0.0, 0.0], [-0.1, -0.1, 0.0], [0.4, 0.2, 0.1], [0.0, -0.1, 0.0], [0.0, 0.0, 0.0], [-0.2, 0.4, -0.4], [0.1, 0.1, -0.1], [-0.2, 0.1, -0.1], [-0.2, 0.0, -0.1], [0.1, 0.0, 0.0], [0.0, 0.0, 0.1], [0.0, 0.1, 0.0], [0.0, 0.0, 0.0], [0.1, -0.2, 0.1], [-0.1, -0.1, 0.1], [-0.1, 0.0, 0.0], [-0.1, 0.0, 0.0], [0.0, 0.0, 0.0], [0.0, 0.0, 0.0], [0.0, 0.0, 0.0], [0.0, 0.0, 0.0], [0.2, -0.5, -0.3], [0.0, 0.0, 0.0], [0.0, 0.0, 0.0], [0.0, 0.0, -0.1], [0.0, 0.0, 0.0], [0.0, 0.0, 0.1], [0.0, 0.0, 0.0], [0.0, 0.1, 0.0], [0.0, 0.0, 0.0], [0.0, 0.0, 0.3], [0.0, 0.0, 0.0], [0.1, 0.0, 0.0], [-0.1, 0.1, 0.1], [-0.1, 0.0, -0.1], [0.0, 0.0, 0.0], [-0.1, 0.0, 0.0], [0.0, -0.1, 0.0], [-0.1, 0.0, -0.1], [-0.1, 0.1, 0.1], [0.0, 0.0, 0.0], [0.0, 0.0, 0.1], [0.0, 0.1, 0.0], [0.0, 0.0, 0.0], [0.1, 0.1, 0.0], [0.2, 0.0, -0.1], [0.2, -0.1, -0.2], [-0.1, 0.3, 0.4], [-0.1, 0.0, 0.0], [0.0, 0.1, 0.0], [0.0, 0.0, 0.0], [-0.1, -0.1, -0.1], [0.1, 0.2, 0.0], [0.1, -0.2, -0.1], [0.0, 0.0, 0.0], [0.0, 0.0, 0.0], [0.1, 0.1, -0.1], [0.0, 0.0, 0.0], [0.1, 0.0, 0.1], [-0.3, -0.6, 0.3], [0.0, 0.0, 0.0], [0.0, 0.0, 0.0], [0.0, 0.0, 0.0], [0.1, 0.0, 0.0], [0.0, 0.0, 0.0], [0.0, -0.1, 0.3], [-0.1, 0.0, 0.0], [-0.2, -0.1, 0.0]]}